The following is a DFT calculation (the ωB97M-V functional and the def2-TZVPD basis) of a structure of composition C34H38Cl2N3OPdS2Te.

**2S+1**: 4
**F_max**: 0.72 eV/A
**Molar mass**: 873.76 g mol⁻¹
**Total energy**: -3670.51296 Ha
**LUMO (spin up / spin down)**: 0.59 / -1.69 eV
**Gap between HOMO and LUMO (spin up / spin down)**: 7.7 / 5.8 eV
**HOMO level (spin up / spin down)**: -7.089 / -7.444 eV
**<S²>**: 3.7686

Element x y z (Å)
Te: 1.290085 -0.571081 1.322408
Pd: -1.033439 -0.421820 -0.767618
Cl: 1.674961 -4.778315 0.047572
Cl: -0.274386 -1.053798 -3.438109
S: -0.767994 -2.826982 -0.807962
S: -3.488918 -0.188206 -0.840536
O: -0.392227 1.871886 -1.796632
N: 0.979754 0.357821 -0.808199
N: -4.462974 -0.576503 -3.290962
N: -2.805000 1.044176 -3.095054
C: 2.173716 -2.128596 -3.546970
C: -1.910798 1.718868 -5.308353
C: 1.815770 2.611178 -1.347815
C: 3.201569 -2.959415 -3.131240
C: 3.019215 -3.761277 -2.020060
C: 4.047420 3.351041 -0.818714
C: 1.430329 -3.252729 3.387063
C: -1.619009 -1.685417 2.591986
C: -0.533129 0.453129 1.675480
C: -1.647361 -0.238066 2.187418
C: 3.069543 2.366528 -0.798575
C: 1.638461 -1.966922 5.485899
C: 0.733026 1.570661 -1.311067
C: 1.818963 -3.714826 -1.324451
C: 0.752549 -2.883122 -1.692483
C: 1.551925 3.848989 -1.924629
C: -3.573489 0.108103 -2.539549
C: 1.888993 0.396354 5.597207
C: 1.823747 0.488941 4.209363
C: -3.769427 -2.616515 -4.485940
C: 1.631580 -0.674784 3.458605
C: -0.617104 1.820446 1.395741
C: -2.827381 0.485886 2.380732
C: 1.960309 1.859804 3.589764
C: -4.174744 -1.157270 -4.615002
C: 0.991207 -2.115996 -2.837348
C: 1.784499 -0.821087 6.255210
C: 2.530995 4.832560 -1.951881
C: 1.568077 -1.923549 4.096100
C: -3.060350 1.806241 -4.318361
C: -1.793776 2.511473 1.607089
C: -2.907847 1.835416 2.096411
C: 3.779132 4.587064 -1.394416
C: 1.837222 -0.913312 7.757629
H: -3.999776 1.476934 -4.751524
H: 2.320767 5.794172 -2.402808
H: 5.020967 3.153749 -0.387964
H: 1.586781 -2.935399 5.976192
H: -1.844182 3.569302 1.383804
H: -3.534294 -3.031259 -5.467993
H: 0.453878 -3.699501 3.587276
H: 4.137726 -2.984144 -3.673066
H: 0.882483 -1.254023 8.163184
H: -3.699629 -0.037692 2.754212
H: 3.276272 1.394992 -0.368309
H: -3.842229 2.361546 2.245181
H: 2.186202 -3.948325 3.755832
H: 2.707489 2.440801 4.130742
H: 2.283363 -1.487652 -4.411673
H: -3.206600 2.844143 -4.013314
H: -1.117151 -1.795976 3.554593
H: -1.090184 -2.312567 1.868208
H: 2.597258 -1.625029 8.084148
H: -2.085078 1.417566 -2.476444
H: 2.268121 1.819912 2.544109
H: -5.032056 -1.178671 -2.711944
H: 2.034181 1.302936 6.177576
H: -4.583192 -3.206743 -4.059156
H: -5.064380 -1.055289 -5.237391
H: -2.153901 2.267089 -6.219687
H: 3.799526 -4.427568 -1.678482
H: -2.899784 -2.727487 -3.840235
H: 0.568890 4.025245 -2.339766
H: -1.002503 2.148385 -4.883453
H: 0.246199 2.346490 1.007842
H: -1.686505 0.685133 -5.578692
H: -3.388541 -0.583046 -5.085688
H: 1.534837 -3.206530 2.307809
H: -2.633758 -2.068927 2.691239
H: 2.064773 0.053117 8.206745
H: 4.542464 5.354901 -1.411865
H: 1.017870 2.412436 3.631010

Cartesian forces (eV/Å) of the 2 atoms listed first:
Te 0.26 -0.20 0.04
Pd 0.23 0.06 -0.18

Löwdin population analysis, charges in e, atoms 1 to 4: Te 1.621; Pd 0.518; Cl 0.677; Cl 0.724